No. 1
Computed, not measured: a molecular structure, C29H54BIrN3P2 in a non-equilibrium geometry, with ωB97M-V with the def2-TZVPD basis set.

Summary:
M in g/mol: 709.75
Largest force on an atom in eV Å⁻¹: 7.45
Lowest unoccupied orbital energy (alpha / beta) in eV: -5.287 / -9.039
Orbital gap (alpha / beta) in eV: 5.8 / 4.8
Net charge: +2
Spin multiplicity: 6

Element x y z (Å)
H (1.590, -2.452, 2.082)
C (-1.568, -3.376, -2.508)
H (2.831, -0.528, 2.009)
C (-2.539, 0.422, 3.316)
H (-1.776, 3.468, -1.629)
H (3.280, 0.836, 3.083)
H (-1.578, 2.518, -0.127)
H (-2.591, -1.753, 5.048)
C (3.857, 2.985, 2.213)
H (3.586, 2.356, 3.070)
H (-2.711, 0.860, 2.309)
B (0.958, -1.554, -0.540)
H (5.328, 3.591, -0.048)
C (-2.685, 1.327, -3.215)
H (-0.889, 1.658, -5.148)
H (-0.868, 1.405, 0.495)
H (2.659, 2.628, -4.368)
H (0.773, 4.202, -4.214)
H (-2.440, 2.230, -3.799)
H (-1.846, 0.027, -0.117)
Ir (0.000, 0.000, 0.000)
H (-1.666, -2.998, -3.517)
H (0.615, 3.949, -2.438)
H (6.078, 1.577, 1.360)
C (0.206, -0.711, -2.874)
H (-3.026, -4.944, -2.769)
H (-3.773, 1.395, -2.997)
H (-0.019, -3.134, 2.444)
C (-2.670, -1.863, 2.364)
C (2.735, 1.465, 0.637)
H (-2.836, -1.466, 1.343)
H (4.788, 3.506, 2.463)
H (4.877, 0.425, 1.966)
C (0.200, 1.610, -5.005)
C (-1.882, 1.273, -1.906)
H (3.610, 3.826, -0.411)
C (-0.566, -3.281, -0.298)
H (0.651, 2.245, -5.798)
H (-3.665, -1.995, 2.844)
C (0.791, 1.385, 4.067)
C (-2.216, -4.964, -0.765)
P (0.008, 1.041, -2.145)
C (1.727, -0.906, 4.516)
C (1.242, 0.068, 3.416)
H (-1.988, 1.166, 3.916)
H (-1.021, -2.471, 4.546)
H (3.070, 3.740, 2.103)
H (-0.016, 1.210, 4.801)
H (-1.119, -0.806, 5.276)
P (-0.135, -0.611, 2.265)
N (0.364, -2.513, 0.442)
H (1.214, -0.788, -3.326)
C (0.286, 3.579, -3.432)
H (-2.514, 0.416, -3.825)
H (5.248, 0.484, 0.241)
C (4.384, 3.068, -0.237)
H (2.586, 2.364, -2.589)
N (1.733, 0.928, 0.404)
C (-2.119, 2.565, -1.098)
H (2.559, -0.441, 5.089)
N (0.166, -1.680, -1.801)
C (0.661, 2.098, -3.612)
C (-1.783, -0.917, 3.197)
C (2.444, 0.387, 2.503)
H (0.528, 0.570, -5.201)
H (2.152, 1.107, 1.707)
C (-2.421, 0.113, -1.060)
H (1.630, 1.855, 4.625)
C (-0.683, -2.797, -1.597)
C (-1.603, -1.527, 4.594)
H (2.553, 0.965, -3.715)
H (0.954, -1.158, 5.254)
H (-1.240, -4.740, 1.153)
H (-2.815, -5.809, -0.450)
H (-3.528, 0.274, 3.803)
C (2.201, 2.006, -3.569)
H (4.497, 2.500, -1.169)
C (4.013, 2.149, 0.935)
C (-2.335, -4.473, -2.082)
H (-0.800, 3.737, -3.544)
C (-1.329, -4.363, 0.144)
H (-3.201, 2.702, -0.882)
H (0.442, 2.106, 3.296)
C (5.116, 1.102, 1.137)
H (-3.493, 0.266, -0.808)
H (-0.545, -0.924, -3.658)
H (-2.223, -2.869, 2.282)
H (-2.361, -0.836, -1.618)
C (0.511, -2.354, 1.868)
H (2.120, -1.852, 4.100)


No. 2
Computed, not measured: a molecular structure, C29H54ClCoP in a non-equilibrium geometry, with ωB97M-V with the def2-TZVPD basis set.

Summary:
M in g/mol: 528.11
Largest force on an atom in eV Å⁻¹: 3.44
Lowest unoccupied orbital energy (alpha / beta) in eV: 2.661 / 2.634
Orbital gap (alpha / beta) in eV: 5.0 / 4.9
Net charge: -1
Relative energy (zero: lowest compared OMol25 entry of this formula, charge and spin) in kJ/mol: 0.00
Spin multiplicity: 5

Element x y z (Å)
H (2.871, -1.142, 5.441)
C (-0.803, 0.091, -3.357)
C (-2.169, -2.110, 0.966)
C (-0.840, 2.280, -0.762)
C (-2.324, 2.144, -1.100)
H (3.760, 2.322, -2.295)
H (0.153, -2.370, -1.084)
H (1.581, 1.559, -3.154)
H (5.575, 0.812, -1.757)
C (-2.899, -2.571, 2.249)
C (-2.880, -1.163, 0.113)
H (-0.727, -0.009, 3.490)
C (2.575, -0.183, -0.300)
H (0.658, -3.400, 1.445)
C (2.206, 0.868, -2.568)
C (0.306, 0.354, 3.614)
Cl (1.818, 2.413, 1.705)
H (0.948, -0.261, 6.973)
C (-0.791, 4.629, -1.745)
H (-1.743, -3.043, -2.453)
C (0.123, -2.702, 2.122)
C (-0.638, -1.668, 1.312)
H (-3.426, -3.500, 1.993)
C (2.496, -0.368, 4.757)
H (0.932, 3.395, -1.351)
H (4.279, 0.976, 0.261)
H (-0.065, 2.833, -2.699)
H (0.640, -1.447, 4.700)
H (2.375, -1.178, -0.714)
H (-4.055, 3.421, -1.354)
H (-0.129, -2.203, -4.912)
C (3.671, 1.286, -2.646)
H (-1.778, -1.910, 3.990)
H (2.904, -0.546, 3.747)
H (-0.644, 0.054, 6.202)
H (0.204, 0.174, -3.790)
C (0.025, -1.881, -2.059)
H (0.937, -2.208, 2.681)
H (-1.751, -2.885, -4.895)
H (-2.673, -0.864, -3.847)
H (-2.440, 1.711, -2.105)
H (-3.025, -0.183, 0.590)
H (0.300, 1.439, 3.836)
H (-2.760, 5.528, -1.814)
C (-1.065, -2.235, -4.339)
Co (1.020, 0.402, 1.731)
H (0.645, 1.275, 6.119)
C (-1.651, -0.823, -4.248)
P (0.050, 0.642, -0.609)
C (-2.307, 4.541, -1.965)
C (0.449, 0.192, 6.101)
H (-2.561, -3.477, 4.180)
H (2.075, 1.858, -0.682)
C (-0.704, -3.571, 3.098)
H (2.068, -0.142, -2.987)
H (2.880, 0.605, 5.113)
C (-0.791, -2.819, -2.954)
H (4.618, -0.739, 0.057)
C (-0.666, -0.515, -1.951)
H (-3.700, -1.885, 2.538)
H (1.031, -1.747, -2.483)
H (-2.495, 4.282, -3.015)
H (3.983, 1.275, -3.697)
H (-0.593, 5.129, -0.788)
H (-1.716, -0.376, -5.245)
C (4.078, 0.107, -0.380)
H (4.673, -0.586, -2.329)
H (-1.219, 1.108, -3.339)
C (-3.004, 3.516, -1.065)
H (-2.814, 1.456, -0.412)
H (-0.936, -4.561, 2.653)
H (-1.972, -2.956, 0.259)
C (4.574, 0.371, -1.805)
C (1.817, 0.869, -1.093)
H (-0.748, 2.658, 0.272)
H (2.288, -0.173, 0.792)
H (-0.090, -1.558, 0.357)
H (-3.511, -1.508, -0.731)
C (-2.000, -2.860, 3.473)
C (0.964, -0.391, 4.775)
H (-0.328, 5.218, -2.550)
H (-1.672, -0.677, -1.515)
H (-0.252, -3.765, -3.051)
H (-2.985, 3.873, -0.028)
H (-0.109, -3.765, 4.009)
C (-0.105, 3.262, -1.686)


No. 3
Computed, not measured: 10 unconnected molecules or ions with the total composition C29H54N2O28S2 in a non-equilibrium geometry, with ωB97M-V with the def2-TZVPD basis set.

Summary:
M in g/mol: 942.87
Largest force on an atom in eV Å⁻¹: 11.92
Lowest unoccupied orbital energy in eV: -0.383
Orbital gap in eV: 6.5
Net charge: 0
Relative energy (zero: lowest compared OMol25 entry of this formula, charge and spin) in kJ/mol: 390.08

Element x y z (Å)
H (0.437, 5.628, -4.363)
H (9.233, -3.021, -2.088)
H (0.670, 0.443, -4.128)
H (-4.555, 0.232, -3.465)
S (2.701, 1.901, -4.175)
C (-2.145, 2.254, -3.505)
H (4.018, 2.034, -0.361)
C (-0.943, -5.888, 2.147)
O (-1.406, -6.487, 1.023)
H (4.774, -1.775, -1.846)
H (-0.110, -4.008, 1.893)
H (1.666, 6.476, -5.032)
C (-4.228, -0.335, 6.010)
H (4.670, -1.965, 0.709)
O (7.153, -0.662, -3.511)
O (2.091, -1.440, -1.625)
H (3.183, 4.697, -4.875)
O (-2.893, 2.208, 3.318)
C (-4.105, 1.321, -3.307)
H (9.382, -2.683, -3.694)
H (0.969, 5.435, -6.079)
H (-0.516, 5.459, 2.054)
C (9.046, -2.252, -2.815)
O (2.589, -3.936, 0.857)
H (0.368, 4.269, 4.530)
O (2.721, 2.096, -2.695)
O (6.568, -3.054, -3.282)
H (2.467, -0.271, -4.290)
O (-0.972, 0.163, 5.024)
H (2.358, 4.447, -3.347)
C (-0.546, 4.736, 4.014)
H (2.088, -2.393, -1.803)
C (-6.702, -2.703, 0.031)
O (-6.707, -2.156, 2.177)
O (-2.540, 1.322, 6.220)
H (4.643, 3.151, 1.493)
H (0.175, -5.908, 2.560)
C (-7.575, -2.559, 1.269)
H (0.791, 4.181, 2.457)
C (2.550, 1.378, 2.306)
O (2.122, 0.582, 3.096)
C (0.837, -0.918, -1.384)
O (-1.638, 3.877, 4.315)
H (1.224, -0.616, 0.539)
H (-3.090, -0.411, -0.004)
O (3.113, 2.548, 2.689)
O (-4.308, -2.088, 2.144)
C (-1.153, -4.421, 1.859)
C (2.214, 4.440, -4.495)
C (-2.180, -1.075, -0.264)
C (-2.180, 0.258, 5.485)
H (-6.969, -3.624, -0.441)
C (-0.317, 4.479, 2.572)
H (-0.349, 1.424, 0.828)
H (3.252, 4.177, 1.341)
O (2.578, 1.302, 1.013)
O (6.792, -1.623, -1.314)
C (1.248, 5.531, -5.086)
H (-4.640, 1.840, 6.664)
O (-3.015, -0.578, 5.249)
C (-5.432, -2.275, 1.620)
C (-4.042, 2.146, -4.572)
O (-2.848, 2.794, -4.437)
N (2.167, -4.633, -0.085)
O (-1.156, 3.324, 2.181)
H (-3.756, 0.820, 7.928)
C (1.893, 0.447, -4.599)
O (1.894, 3.131, -4.943)
H (-0.472, -0.513, 2.540)
H (-5.217, -0.378, 5.125)
H (4.051, -0.559, 0.210)
H (-4.319, -1.323, 6.624)
C (3.572, 3.232, 1.602)
O (-1.776, -4.413, 0.606)
H (1.779, 0.370, -5.530)
H (-1.503, -1.956, 1.956)
H (-5.147, 2.657, -4.741)
H (-1.630, -3.933, 2.671)
C (4.885, -1.018, 0.289)
O (2.325, -5.939, -0.034)
N (-0.982, -0.487, 0.514)
H (9.617, -1.610, -2.489)
H (0.386, -2.056, 0.476)
S (7.348, -1.901, -2.888)
H (-7.861, -3.323, 1.829)
H (-6.988, -1.881, -0.836)
C (-1.968, 3.079, 3.272)
C (-3.847, 1.017, 6.827)
H (-4.252, 1.412, -5.523)
O (3.874, 1.920, -4.942)
H (-0.948, 1.394, -0.853)
H (5.592, -0.210, 0.651)
O (1.928, -4.204, -1.189)
H (-1.584, -6.216, 2.927)
C (-1.073, 1.036, 0.254)
H (-2.195, -0.147, 1.966)
O (-2.284, -5.830, -0.940)
O (-2.745, 1.241, -3.005)
H (-2.242, -1.090, -1.347)
H (2.619, 2.938, -0.218)
C (-1.833, -5.576, 0.149)
H (-2.156, -2.154, -0.090)
C (0.377, -1.032, 0.054)
H (-8.535, -1.881, 1.211)
H (-1.951, 1.577, 0.912)
H (-0.569, 5.864, 4.190)
H (0.207, -1.470, -2.246)
C (5.425, -1.100, -1.244)
C (3.263, 2.350, 0.440)
C (-1.350, -0.801, 1.882)
O (-1.053, 2.653, -3.074)
H (-4.855, 1.928, -2.711)
H (5.333, -0.235, -1.866)
O (-5.419, -2.688, 0.354)
H (0.597, 0.091, -1.478)


No. 4
Computed, not measured: a molecular structure, C29H54N3O12PS in a non-equilibrium geometry, with ωB97M-V with the def2-TZVPD basis set.

Summary:
M in g/mol: 699.80
Largest force on an atom in eV Å⁻¹: 7.98
Lowest unoccupied orbital energy in eV: -0.829
Orbital gap in eV: 7.8
Net charge: 0

Element x y z (Å)
H (-4.142, 4.873, -0.474)
O (-0.527, -0.605, 2.758)
P (-0.466, -0.179, 1.089)
H (-3.041, -8.533, 3.870)
H (-7.353, 6.868, -3.329)
H (5.144, 0.109, -1.960)
O (1.119, -3.755, -0.809)
C (5.866, -0.893, -5.062)
C (-3.404, 5.109, 0.292)
H (3.341, 2.940, -0.150)
C (-5.837, 8.160, -0.661)
C (-0.416, -1.844, 0.122)
C (3.059, -3.195, 1.375)
C (4.874, 0.094, -5.644)
H (4.061, -1.160, 1.202)
O (1.949, -1.679, -0.619)
H (-2.606, 3.117, 0.217)
C (4.004, -2.025, 1.962)
H (-4.203, -5.452, 2.617)
H (-5.109, -2.860, 2.022)
H (-6.801, 9.301, -2.258)
N (-1.098, -4.135, 1.118)
C (-3.537, -4.672, 2.114)
C (5.517, 1.132, -1.844)
H (7.317, 1.348, -6.341)
H (-2.866, -8.985, 6.240)
H (-3.240, -1.295, 0.785)
O (-1.821, 0.790, 0.609)
H (3.859, -0.303, -5.697)
O (-2.850, 4.699, 2.560)
C (-1.093, -6.529, 4.858)
H (4.853, 1.005, -5.037)
H (6.515, 0.436, -0.032)
H (-1.075, 0.081, 3.204)
H (-2.979, -6.581, 5.892)
C (-2.082, -4.962, 1.709)
H (-5.451, 8.278, -2.775)
C (-6.488, 6.078, -1.483)
O (7.150, -0.563, -5.609)
H (-3.035, 6.124, 0.110)
H (3.635, -1.660, 2.986)
O (-0.603, -1.537, -1.315)
O (4.925, 1.703, 0.377)
S (0.950, -1.210, -1.925)
C (6.045, 1.335, -0.437)
H (-1.587, -6.709, 6.980)
C (-6.304, 8.344, -2.092)
H (-1.331, -5.514, 4.533)
C (-1.972, -6.997, 6.000)
H (1.135, -3.322, 2.045)
C (-2.009, -8.493, 5.777)
H (-4.844, 8.581, -0.487)
C (-1.518, -2.817, 0.802)
H (-7.170, 5.328, -1.076)
H (7.573, 0.064, -7.541)
H (-4.682, 4.187, 1.782)
O (-5.812, 6.748, -0.410)
H (-1.484, 4.328, -0.423)
H (-4.436, 5.929, 2.031)
H (-8.189, 7.346, -1.842)
H (-5.731, 5.570, -2.090)
H (6.271, 1.311, -2.613)
H (3.135, -4.067, 2.131)
C (6.968, 0.368, -6.684)
H (5.038, -2.490, 2.131)
C (-3.957, 5.005, 1.699)
O (-1.300, -7.445, 3.773)
O (1.393, -1.933, -3.162)
N (0.818, 0.716, 0.855)
N (1.647, -2.691, 1.414)
H (-0.033, -6.569, 5.131)
H (-1.552, -9.501, 3.897)
H (-1.097, -8.949, 6.173)
C (-7.207, 7.146, -2.283)
H (-6.538, 8.615, 0.047)
H (6.771, 2.155, -0.400)
H (-1.737, -6.042, 1.926)
H (-1.248, 3.442, 2.153)
H (5.628, -1.919, -5.361)
C (-2.241, 4.142, 0.340)
H (4.735, 3.118, -2.079)
H (3.402, -3.591, 0.363)
H (5.155, 1.339, -7.427)
C (-2.954, -2.364, 1.099)
H (1.241, -4.573, -0.280)
H (-2.450, 0.708, 1.373)
H (5.237, -0.410, -7.700)
C (-1.722, 4.341, 1.749)
C (5.484, 0.392, -6.996)
H (3.615, 1.870, -2.652)
C (-4.060, -3.223, 1.788)
O (1.340, 0.223, -2.149)
C (-2.020, -8.586, 4.264)
H (-1.001, 5.165, 1.794)
C (1.028, -2.604, 0.080)
H (5.910, -0.849, -3.972)
H (1.338, 0.891, 1.726)
C (4.360, 2.106, -1.890)
C (3.813, 2.012, -0.480)
H (3.085, 1.200, -0.391)


No. 5
Computed, not measured: a molecular structure, C29H55BCl2N3NbO2P2Si4 in a non-equilibrium geometry, with ωB97M-V with the def2-TZVPD basis set.

Summary:
M in g/mol: 826.69
Largest force on an atom in eV Å⁻¹: 3.74
Lowest unoccupied orbital energy in eV: -2.640
Orbital gap in eV: 3.4
Net charge: 0

Element x y z (Å)
C (-1.384, -3.044, 4.008)
H (1.426, 4.706, 0.125)
C (3.802, -1.477, -1.685)
C (1.970, -1.899, 4.206)
C (-0.261, 3.455, -4.334)
H (0.925, 0.527, 5.812)
H (-6.620, -1.356, -2.056)
H (-0.926, 1.309, 5.855)
H (3.969, 1.671, 1.050)
H (4.160, 1.857, -0.989)
H (-2.723, -4.366, 1.304)
H (-2.138, 3.584, -1.161)
N (-0.495, 0.267, 2.828)
C (-4.969, -2.596, -2.734)
Si (-1.472, 2.507, 0.975)
C (-1.721, 3.941, -0.213)
H (4.649, -2.478, -3.396)
H (3.286, -2.363, -1.305)
H (-5.234, -0.096, -0.399)
H (2.086, 3.452, -0.965)
H (-1.755, -2.373, -1.615)
O (-0.580, -0.121, -4.398)
C (-1.959, 1.824, -4.695)
N (0.266, -1.988, 1.595)
C (-5.558, -1.593, -1.943)
H (0.977, -1.467, -4.230)
P (2.724, -0.275, 0.563)
C (4.962, 0.841, -2.710)
H (-3.653, 1.363, 1.478)
H (-1.375, 4.161, 2.863)
H (-0.695, -0.646, 6.077)
C (5.107, -0.370, -3.395)
C (4.544, -1.538, -2.867)
H (-2.324, 2.524, -5.466)
B (-0.248, 0.341, 5.530)
H (-1.464, 2.498, 3.503)
H (3.113, 4.179, 0.301)
C (4.289, 0.898, -1.494)
H (3.644, -2.468, 0.818)
C (-2.933, 1.308, 0.647)
C (-1.814, 3.168, 2.710)
H (-2.906, 3.267, 2.813)
C (3.707, -0.269, -0.974)
H (2.542, 3.488, 3.293)
C (-3.423, -1.177, -0.885)
H (5.614, -0.395, -4.358)
C (-1.638, -4.193, 1.233)
H (-2.419, 4.667, 0.225)
H (0.598, -0.936, -5.938)
H (1.172, -4.802, 3.169)
H (-0.780, 4.454, -0.427)
H (5.317, 1.770, -3.163)
H (2.743, -2.562, 4.631)
C (0.632, -0.646, -4.870)
H (1.799, -4.762, 1.498)
C (-2.711, -1.430, 1.911)
H (1.081, -1.953, 4.851)
H (1.087, 2.563, 3.753)
H (-2.392, -3.484, 4.083)
H (3.999, -1.396, 2.212)
H (-0.661, -3.789, 4.361)
H (-0.820, 4.167, -4.972)
C (-3.611, -2.886, -2.592)
Si (-1.247, -2.635, 2.184)
C (-1.223, 0.684, -5.389)
H (-5.574, -3.157, -3.446)
C (3.212, -1.721, 1.508)
H (-0.514, 1.108, -6.133)
C (1.502, 3.256, 3.006)
H (-3.129, -3.659, -3.189)
Cl (2.113, 1.426, -3.862)
H (-2.816, 1.406, -4.131)
N (0.096, 1.808, 0.709)
H (-1.343, -2.164, 4.662)
H (-3.433, 1.641, -0.281)
H (-1.106, -5.051, 1.663)
H (2.908, -4.503, 2.881)
H (-2.883, -0.788, 2.788)
Si (1.589, 2.499, 1.284)
H (-1.955, 0.050, -5.912)
C (1.892, -4.317, 2.497)
H (0.509, 2.937, -4.939)
C (-0.371, 0.268, 3.995)
H (0.933, 4.196, 3.026)
H (2.331, -0.865, 4.266)
H (-3.607, -2.044, 1.722)
P (-2.440, -0.397, 0.448)
C (-4.796, -0.888, -1.018)
O (-1.138, 2.494, -3.731)
C (-2.830, -2.172, -1.686)
H (3.203, 0.997, 2.508)
Cl (0.358, -0.498, -1.812)
H (-1.356, -4.093, 0.178)
Si (1.707, -2.452, 2.430)
Nb (0.142, -0.253, 0.411)
C (3.032, 1.249, 1.450)
H (0.252, 3.969, -3.516)
C (2.095, 3.836, 0.063)
H (1.361, 0.265, -4.685)